{"formula": "C19H47Cr2O19S5", "method": "ωB97M-V with the def2-TZVPD basis set", "max_force_ha_per_bohr": 0.2495, "de_lowest_kj_mol": 401.8, "homo_energy_ev": [-10.558, -11.203], "spin_multiplicity": 9, "orbital_gap_ev": [7.772, 8.742], "s2": 20.0371, "charge": 1, "e_tot_ha": -6261.1226, "e_lumo_ev": [-2.79, -2.46], "species": ["Cr", "Cr", "C", "C", "C", "O", "H", "H", "H", "H", "H", "H", "H", "C", "O", "O", "O", "O", "S", "O", "O", "C", "C", "C", "H", "H", "H", "H", "H", "H", "H", "H", "O", "S", "O", "O", "C", "C", "C", "H", "H", "H", "H", "H", "H", "H", "H", "O", "S", "O", "O", "C", "C", "C", "H", "H", "H", "H", "H", "H", "H", "H", "O", "S", "O", "O", "C", "C", "C", "H", "H", "H", "H", "H", "H", "H", "H", "O", "S", "O", "O", "C", "C", "C", "H", "H", "H", "H", "H", "H", "H", "H"], "positions_angstrom": [[-1.90323, -1.16842, -0.64439], [0.17623, -0.79447, 2.11931], [-2.46031, -3.86193, 1.57534], [-2.88106, -2.43816, 2.09119], [-3.00274, -2.41765, 3.60146], [-2.01123, -1.49406, 1.62625], [-2.73931, -4.12013, 0.55377], [-3.07018, -4.49130, 2.22345], [-1.39874, -3.90526, 1.81883], [-3.85796, -2.25932, 1.64200], [-3.19910, -1.36333, 3.79628], [-2.07614, -2.59158, 4.14851], [-3.78303, -3.07838, 3.97919], [0.02874, 0.70108, -0.12046], [-1.08513, 0.87131, -0.60193], [0.36208, 1.06044, 1.00457], [0.14074, -0.51859, -0.12274], [-2.91189, -0.38900, -5.19187], [-1.83027, -0.79077, -4.31710], [-1.98416, -0.59677, -2.93779], [-1.51139, -2.41819, -4.58337], [-1.74765, -2.98717, -5.84247], [-1.85278, -4.52882, -5.82179], [-0.25130, -0.17122, -4.81813], [-0.98042, -2.63803, -6.53352], [-2.67354, -2.50331, -6.15344], [-2.40444, -4.89464, -4.95579], [-0.88300, -4.99805, -5.98747], [-2.41393, -4.79288, -6.71816], [0.37466, -0.21010, -3.92663], [-0.22721, 0.91461, -4.91035], [0.12825, -0.72847, -5.67458], [-1.03862, -5.02187, -2.55791], [-0.24059, -4.25685, -1.64372], [-0.70119, -3.01526, -1.04499], [0.35361, -5.28076, -0.43635], [0.58917, -6.65818, -0.77588], [-0.61938, -7.52263, -0.27554], [1.35003, -3.77897, -2.39795], [1.58135, -6.78983, -0.34420], [0.85186, -6.87365, -1.81157], [-0.49638, -8.53425, -0.66234], [-1.56496, -7.21997, -0.72541], [-0.81975, -7.56886, 0.79489], [1.18644, -3.04693, -3.18881], [1.91170, -4.65193, -2.73044], [1.86689, -3.20702, -1.62733], [0.26458, 3.10734, -3.26351], [0.97924, 3.94137, -2.26092], [2.24401, 3.54676, -1.70030], [1.06158, 5.49023, -2.87658], [1.45086, 5.69172, -4.16259], [1.28759, 7.20471, -4.44180], [-0.17808, 4.24346, -0.91204], [0.78561, 5.11715, -4.80711], [2.41815, 5.28449, -4.45690], [1.77718, 7.46659, -5.37978], [1.68204, 7.80970, -3.62540], [0.25923, 7.51539, -4.62635], [0.42832, 4.90698, -0.29550], [-0.44693, 3.37961, -0.30410], [-1.01073, 4.70392, -1.44379], [-0.96951, 0.51017, 3.77986], [-1.78556, 1.63771, 4.13255], [-3.26717, 1.71531, 3.86117], [-1.58420, 1.55505, 5.82958], [-2.06024, 2.54545, 6.73501], [-1.04938, 2.41629, 7.87535], [-0.94712, 3.28847, 3.76667], [-3.00628, 2.18276, 7.13694], [-2.02540, 3.49261, 6.19670], [-0.09970, 2.85032, 7.56257], [-0.83838, 1.39422, 8.18991], [-1.41558, 3.00017, 8.71980], [-1.54217, 4.19144, 3.63005], [-0.33692, 3.06176, 2.89239], [-0.19843, 3.53431, 4.51974], [4.99715, -0.35198, 1.90381], [3.62636, 0.25461, 1.82706], [2.46111, -0.57964, 2.22392], [3.51081, 1.55534, 2.77350], [4.45965, 2.60373, 2.56807], [3.93225, 3.90085, 3.21596], [3.32737, 1.09307, 0.16267], [4.68791, 2.94093, 1.55698], [5.38254, 2.38951, 3.10704], [4.45723, 4.05126, 4.15930], [2.86488, 3.81566, 3.41980], [4.13203, 4.74801, 2.55982], [3.13663, 0.37381, -0.63381], [4.26716, 1.54506, -0.15451], [2.59929, 1.90411, 0.14815]], "forces_ev_per_angstrom": [[1.65, 1.20, 0.73], [-1.39, 0.95, -2.15], [-0.96, 0.99, 1.53], [-0.08, -2.37, -0.84], [0.06, 1.03, -0.17], [2.66, 2.15, -1.98], [0.37, 0.33, -0.14], [0.42, -0.71, -0.09], [0.05, -0.64, -0.32], [-0.50, 0.26, 0.24], [-0.55, -0.04, 0.50], [0.29, -0.47, -0.27], [0.00, 0.19, 0.00], [-4.62, -2.51, 4.44], [-5.37, 5.60, -4.63], [3.39, 6.86, 3.91], [5.32, -11.59, -1.38], [1.40, -0.40, 0.97], [-0.37, -1.81, -4.89], [-0.25, -0.47, 3.30], [0.31, 1.96, 2.97], [-1.03, 0.03, -1.26], [-0.01, 0.99, -0.55], [0.29, 0.78, 0.91], [0.22, -0.21, -0.15], [-0.20, -0.52, -0.49], [0.32, 0.00, 0.00], [0.02, -0.03, 0.63], [-0.20, 0.00, 0.02], [0.21, -0.90, -0.01], [-0.69, 0.06, -0.72], [-0.10, 0.24, 0.15], [0.08, 0.60, 0.77], [2.43, -1.32, -0.11], [-0.63, -1.04, 0.19], [-1.36, 2.82, -1.82], [-0.55, -0.84, 0.77], [0.69, -0.12, -0.82], [-0.58, 0.31, 0.55], [-0.35, -0.67, 0.85], [-0.83, 0.53, -0.47], [0.23, -0.17, 0.25], [0.21, 0.52, -0.24], [0.61, 0.22, 0.02], [-0.41, -0.39, -0.24], [-0.19, 0.10, 0.05], [0.10, -0.38, 0.20], [2.01, 1.43, 1.60], [-2.45, -0.78, -1.52], [-0.14, 0.08, -0.59], [-0.35, -2.21, 4.13], [-0.42, 0.73, -3.34], [0.17, -0.40, -0.45], [1.10, 0.78, -0.77], [-0.33, 0.14, -0.27], [0.55, 0.36, 0.70], [0.38, -0.04, 0.13], [0.16, -0.10, -0.09], [-0.20, -0.37, 0.40], [-0.55, 0.45, 0.13], [0.14, -0.37, -0.66], [-0.11, 0.10, 0.60], [0.38, -0.09, -0.96], [-3.96, 2.12, 3.65], [4.75, -0.34, 0.22], [0.22, -0.92, -3.64], [0.79, -1.27, 0.56], [0.15, 1.27, -0.04], [0.75, -1.04, -0.29], [-0.45, 0.71, -0.53], [-0.53, 0.30, 0.64], [0.09, 0.01, 0.05], [-0.46, -0.01, -0.20], [0.10, -0.09, 0.17], [-0.67, -0.70, -0.11], [-0.31, 0.01, -0.39], [-0.25, -0.56, 0.49], [-4.13, 1.76, -0.35], [1.25, -0.46, -0.48], [1.48, 0.99, -0.38], [-0.15, -1.18, -0.87], [0.82, 2.05, 1.02], [-0.01, -0.50, 0.35], [1.03, -0.47, 0.08], [-0.26, -1.22, -0.39], [0.03, -0.59, -0.45], [-0.24, 0.20, 0.02], [0.00, 0.15, -0.10], [-0.14, -0.01, 0.13], [-0.37, -0.36, 0.50], [0.27, -0.13, 0.46], [-0.24, -0.50, 0.67]], "mulliken_spin": [3.993, 4.021, 0.017, -0.019, 0.025, -0.091, -0.010, 0.001, 0.016, 0.021, -0.002, 0.001, 0.001, -0.041, -0.035, -0.004, 0.029, 0.000, 0.007, 0.002, 0.006, 0.000, 0.000, 0.001, 0.000, 0.000, 0.000, 0.000, 0.000, 0.000, 0.000, 0.000, 0.000, 0.005, 0.023, 0.003, 0.001, 0.000, 0.000, 0.000, 0.000, 0.000, 0.000, 0.000, 0.000, 0.000, 0.000, 0.000, -0.001, 0.001, 0.000, 0.000, 0.000, 0.004, 0.000, 0.000, 0.000, 0.000, 0.000, 0.000, 0.001, 0.001, 0.021, 0.006, 0.000, 0.001, 0.000, 0.000, -0.001, 0.000, 0.000, 0.000, 0.000, 0.000, 0.000, 0.001, 0.000, 0.001, 0.005, -0.015, 0.001, 0.000, 0.000, 0.003, 0.000, 0.000, 0.000, 0.000, 0.000, -0.001, 0.000, 0.002]}